*1*
A molecular structure, H14NaO7, computed with ωB97M-V/def2-TZVPD.

Each line ends with the Löwdin charge.
Cartesian coordinates (Å):
H  -1.705  1.072  2.158  0.081
H  -0.369  1.797  2.314  0.077
H  -2.369  1.260  -0.870  0.068
H  2.788  0.922  1.301  0.042
O  -2.191  -1.540  0.079  -0.036
H  1.838  2.964  -0.502  0.068
O  0.495  -2.227  1.080  -0.034
H  -0.326  -2.644  1.378  0.058
H  1.715  -0.906  -2.682  0.071
O  -1.626  1.012  -1.437  -0.035
H  2.251  -0.240  2.155  0.051
H  0.898  -2.840  0.448  0.070
Na  0.010  -0.012  -0.047  0.372
H  0.445  -1.751  -2.563  0.061
O  1.073  -1.236  -2.040  -0.025
O  -0.867  1.237  1.704  -0.032
H  0.399  2.705  -0.037  0.042
O  1.157  2.281  -0.462  -0.033
H  -1.673  -2.240  -0.339  0.045
H  -1.750  1.536  -2.239  0.082
H  -2.694  -1.152  -0.650  0.052
O  2.500  0.002  1.253  -0.042

As for the HOMO-LUMO gap: 11.38 eV. The LUMO energy comes out at -0.1170 Eh. The net charge is +1. For the molar mass, the calculation gives 149.1 g/mol. As for the spin multiplicity: 1.

=====

*2*
A molecular structure, H14NaO7, computed with ωB97M-V/def2-TZVPD.

Each line ends with the Löwdin charge.
Cartesian coordinates (Å):
H  0.415  -0.987  -2.227  0.121
H  -0.891  -0.222  -2.178  0.102
H  2.396  -0.529  0.765  0.102
H  -1.520  0.623  0.330  -0.210
O  0.424  0.215  1.750  -0.040
Na  0.281  -0.123  -0.149  -0.027
H  -2.164  -0.359  -1.213  0.169
O  -1.179  1.100  1.087  0.113
O  0.185  -2.021  0.308  -0.010
O  0.543  1.572  -0.497  -0.021
H  1.068  1.933  -1.211  0.111
O  -1.636  -0.024  -0.488  0.095
H  -2.046  -0.389  0.296  0.178
H  0.251  2.338  -0.003  0.107
H  2.673  -0.178  -0.682  0.103
O  1.976  -0.468  -0.093  -0.030
H  0.656  -2.558  0.945  0.099
H  0.072  -2.593  -0.451  0.085
H  -0.383  0.715  1.629  -0.267
H  0.677  0.384  2.658  0.088
O  -0.032  -0.280  -1.760  -0.027
H  -1.766  1.850  1.182  0.158

As for the HOMO-LUMO gap: 9.82 eV. The LUMO energy comes out at -0.1306 Eh. The net charge is +1. For the molar mass, the calculation gives 149.1 g/mol. As for the spin multiplicity: 1.

=====

*1* takes first place; second place is 13.101 eV up.

=====

*1*
2 unconnected molecules or ions with the total composition C4H4FN, computed with ωB97M-V/def2-TZVPD.

Each line ends with the Löwdin charge.
Cartesian coordinates (Å):
N  4.780  -0.754  0.362  -0.064
H  -0.050  -0.593  -1.404  0.131
C  0.043  0.130  0.815  -0.071
H  -0.590  0.538  1.494  0.073
H  -0.960  0.985  -0.872  0.114
H  0.331  -0.863  1.213  0.132
C  0.971  0.930  -0.016  -0.150
C  3.871  -0.206  -0.065  -0.158
C  -0.185  0.245  -0.674  -0.070
F  1.181  2.251  -0.279  0.063

As for the HOMO-LUMO gap (spin up / spin down): 6.15 / 10.11 eV. The LUMO energy (spin up / spin down) comes out at -0.1278 / -0.0597 Eh. For the molar mass, the calculation gives 85.1 g/mol. As for the spin multiplicity: 1.

=====

*2*
C4H4FN in the gas phase, computed with ωB97M-V/def2-TZVPD.

Each line ends with the Löwdin charge.
Cartesian coordinates (Å):
F  -2.083  0.987  1.925  0.073
N  1.489  -0.017  1.373  0.179
H  -1.948  0.358  -0.631  0.089
C  -1.150  0.507  1.126  -0.066
C  0.304  -0.184  -0.786  -0.165
H  0.414  0.493  -1.532  0.063
H  0.208  -1.234  -1.297  0.143
C  -1.066  0.146  -0.112  -0.109
H  2.389  -0.693  -0.248  0.106
C  1.443  -0.364  0.183  -0.314

As for the HOMO-LUMO gap (spin up / spin down): 9.70 / 9.15 eV. The LUMO energy (spin up / spin down) comes out at -0.0009 / -0.0048 Eh. For the molar mass, the calculation gives 85.1 g/mol. As for the spin multiplicity: 1.

=====

*3*
C4H4FN in the gas phase, computed with ωB97M-V/def2-TZVPD.

Each line ends with the Löwdin charge.
Cartesian coordinates (Å):
C  1.709  0.526  0.038  -0.136
C  -0.725  -0.080  -0.784  -0.083
C  -0.887  0.045  0.718  -0.001
H  -1.222  -0.889  -1.310  0.118
N  2.603  1.268  0.015  0.174
H  -1.181  -0.776  1.305  0.075
H  -0.821  0.967  1.357  0.120
H  -0.813  0.883  -1.334  0.127
C  0.554  -0.274  -0.055  -0.386
F  0.784  -1.669  0.051  -0.008

As for the HOMO-LUMO gap: 11.23 eV. The LUMO energy comes out at 0.0340 Eh. For the molar mass, the calculation gives 85.1 g/mol. As for the spin multiplicity: 1.

=====

*3* takes first place; second place is 3.160 eV up.

=====

*1*
A molecular structure, C39H42N3O6PW, computed with ωB97M-V/def2-TZVPD.

Each line ends with the Löwdin charge.
Cartesian coordinates (Å):
C  -0.577  5.176  2.263  -0.102
H  -4.511  -4.275  2.214  0.092
H  2.307  -4.606  -4.048  0.106
C  -0.920  2.619  1.168  -0.293
C  1.053  -1.460  -4.151  -0.054
O  1.259  -0.433  4.704  0.077
H  -0.605  3.575  -0.721  0.100
H  -0.270  5.827  0.243  0.099
C  1.534  -2.684  -4.598  -0.063
H  2.732  -2.299  2.222  0.145
C  -0.479  4.985  0.893  -0.088
C  1.926  -3.660  -3.684  -0.072
H  3.198  4.119  -2.344  0.108
C  -0.658  3.723  0.353  -0.057
H  -4.021  -2.125  -2.396  0.102
C  -2.569  -0.167  3.235  -0.048
C  3.473  0.966  2.256  -0.088
C  -3.577  -3.781  2.493  -0.046
H  1.050  3.135  -5.912  0.104
C  1.513  -0.295  3.523  -0.546
C  1.845  2.465  -2.198  -0.074
C  -3.519  -1.175  -2.533  -0.077
C  1.275  2.943  -4.870  -0.077
H  2.709  4.532  -4.732  0.104
N  -3.165  -0.954  2.167  -0.172
C  4.864  -1.707  2.217  -0.093
H  -4.942  0.077  1.863  0.093
H  -1.486  -0.278  3.219  0.067
C  -3.605  1.157  -3.107  -0.073
H  0.766  -0.704  -4.869  0.098
H  1.601  -2.882  -5.659  0.106
C  -0.834  4.091  3.085  -0.082
H  6.087  -0.680  0.704  0.112
H  -4.173  2.026  -3.414  0.106
O  1.688  1.370  0.688  -0.251
N  -2.984  -3.129  1.334  -0.154
O  0.600  -0.194  2.600  -0.187
C  4.149  0.257  1.069  -0.246
O  3.234  -0.819  0.835  -0.113
C  -1.504  0.151  -2.495  -0.341
H  -1.637  1.477  -0.435  0.028
C  2.207  3.730  -4.207  -0.080
H  2.148  -4.169  -1.603  0.121
C  2.364  1.869  1.712  -0.527
H  3.562  -0.342  4.019  0.150
W  0.464  -0.169  0.534  1.573
H  5.198  -1.852  3.243  0.117
H  -2.827  0.889  3.131  0.079
H  5.986  0.197  2.235  0.116
C  2.998  -0.262  3.093  -0.079
H  -0.121  1.331  -4.723  0.100
C  1.337  -2.202  -1.870  -0.217
O  2.241  2.994  2.123  0.128
C  -2.157  -1.069  -2.317  -0.094
H  -3.141  -4.843  0.181  0.092
C  -1.223  1.284  0.554  -0.208
H  5.094  -2.600  1.637  0.115
H  -0.446  6.163  2.689  0.096
H  -2.027  0.830  1.125  0.037
H  -4.972  -1.616  1.347  0.090
H  4.149  1.607  2.814  0.155
P  0.241  0.239  -1.938  1.049
C  0.951  -1.215  -2.794  -0.266
H  -1.574  -1.929  -2.013  0.088
H  -5.316  -0.133  -3.076  0.102
C  0.921  1.659  -2.863  -0.321
H  -2.948  -0.513  4.204  0.098
C  2.485  3.497  -2.869  -0.065
C  0.630  1.913  -4.204  -0.109
H  -2.198  -3.544  -0.561  0.075
C  1.091  -1.806  -0.522  -0.476
H  -5.061  -1.208  3.076  0.085
C  -2.238  1.265  -2.891  -0.099
H  -1.741  2.217  -3.027  0.104
H  4.255  0.865  0.175  0.162
C  -0.997  2.826  2.545  -0.058
H  -1.493  -4.528  0.743  0.098
C  -4.613  -0.935  2.114  -0.059
C  -2.422  -1.875  1.485  -0.398
O  1.162  -2.400  0.586  -0.087
N  -1.271  -1.581  0.970  0.064
C  1.836  -3.427  -2.328  -0.006
H  -1.177  1.980  3.197  0.087
H  -3.780  -3.057  3.275  0.080
H  -0.779  -2.443  0.778  0.035
H  2.034  2.288  -1.147  0.081
H  -0.897  4.229  4.158  0.103
C  -2.413  -4.055  0.376  -0.054
H  -2.893  -4.534  2.897  0.095
C  -4.247  -0.057  -2.921  -0.084
C  5.436  -0.440  1.543  -0.087
C  3.361  -1.424  2.139  -0.249

As for the HOMO-LUMO gap (spin up / spin down): 6.48 / 6.26 eV. The LUMO energy (spin up / spin down) comes out at -0.0111 / -0.0105 Eh. For the molar mass, the calculation gives 863.6 g/mol. As for the spin multiplicity: 1.

=====

*2*
A molecular structure, C39H42N3O6PW, computed with ωB97M-V/def2-TZVPD.

Each line ends with the Löwdin charge.
Cartesian coordinates (Å):
C  -2.302  4.817  1.105  -0.061
H  0.457  -4.470  -2.140  0.090
C  -3.545  -2.240  4.038  -0.100
H  -2.333  0.100  -3.355  0.101
H  -2.144  5.258  2.080  0.111
C  -4.299  0.587  -1.526  -0.062
H  5.818  0.153  -0.386  0.111
C  1.165  -3.576  1.040  -0.042
C  -4.020  -1.898  -0.231  -0.001
C  -2.718  -3.083  4.766  -0.112
N  1.835  -2.456  -2.339  -0.153
C  0.609  -4.664  -1.082  -0.057
H  0.819  1.626  -5.811  0.104
C  3.483  0.806  2.070  -0.083
O  1.527  -0.580  2.080  -0.206
H  -0.719  -3.412  5.472  0.098
C  -3.025  -1.100  3.442  -0.069
H  -3.905  -2.839  0.292  0.124
W  -0.131  0.009  0.915  1.527
H  -1.257  0.309  -5.559  0.106
N  1.023  -1.132  -0.596  0.061
C  0.908  2.160  -3.732  -0.076
C  3.466  2.106  0.066  -0.256
C  2.945  -3.375  -2.535  -0.051
H  2.947  2.772  -0.619  0.152
C  -5.335  -0.343  -1.532  -0.066
H  0.204  -3.822  1.491  0.083
H  1.512  -2.640  1.466  0.063
O  1.093  3.197  2.531  0.130
C  -1.114  0.409  2.849  -0.206
O  2.449  -0.037  4.041  0.088
N  1.056  -3.465  -0.405  -0.155
C  0.348  1.536  -4.841  -0.091
C  -2.994  -0.966  -0.228  -0.205
C  -2.075  2.936  -0.382  -0.312
C  -3.123  0.264  -0.873  -0.271
C  3.983  0.148  0.768  -0.244
H  3.895  -2.828  -2.558  0.093
H  -6.266  -0.103  -2.030  0.105
C  -1.895  3.510  0.873  -0.073
C  3.019  2.202  1.534  -0.090
C  -1.710  -1.032  0.448  -0.501
H  -4.600  -2.466  3.939  0.095
H  1.820  2.735  -3.836  0.107
H  2.011  -1.659  -4.246  0.096
C  -1.371  -2.767  4.895  -0.088
H  1.881  -4.371  1.273  0.094
C  -0.816  0.797  -4.700  -0.086
H  0.736  2.536  -1.627  0.096
C  -2.890  5.553  0.089  -0.080
H  2.664  -0.605  -2.980  0.096
C  -0.876  1.311  -2.343  -0.334
C  1.858  -1.308  -3.225  -0.053
H  5.336  2.360  -1.016  0.111
H  4.303  0.946  2.772  0.152
H  1.556  -0.410  -1.075  0.052
H  -0.338  -4.992  -0.644  0.093
H  -3.205  6.573  0.272  0.103
P  -1.575  1.206  -0.653  1.041
H  -1.405  2.954  1.661  0.072
C  0.302  2.047  -2.492  -0.092
H  5.416  2.918  0.655  0.116
C  -3.061  4.991  -1.170  -0.081
H  -4.422  1.548  -2.010  0.105
C  -2.649  3.690  -1.407  -0.094
H  2.988  -4.097  -1.725  0.079
O  -1.099  -1.911  1.112  -0.092
O  0.729  1.778  0.866  -0.258
C  1.535  2.441  1.707  -0.518
H  -6.019  -2.275  -0.909  0.106
C  -1.426  0.681  -3.455  -0.082
C  1.293  -2.309  -1.077  -0.397
C  -1.672  -0.778  3.555  -0.307
C  5.369  0.710  0.436  -0.096
H  0.906  -0.782  -3.179  0.067
H  3.873  -0.933  0.733  0.158
H  3.519  3.008  2.066  0.157
H  -3.120  -3.972  5.237  0.092
C  -5.195  -1.573  -0.897  -0.064
H  2.836  -3.911  -3.479  0.092
H  -2.757  3.266  -2.398  0.102
H  0.201  -1.388  4.396  0.102
C  -0.851  -1.628  4.299  -0.039
H  1.330  -5.480  -0.971  0.087
C  2.405  0.019  2.829  -0.575
H  -3.507  5.570  -1.968  0.103
C  5.002  2.153  -0.001  -0.088
H  -3.677  -0.443  2.875  0.110
H  6.048  0.676  1.287  0.115
O  3.177  0.746  -0.263  -0.101
H  -1.903  1.157  2.738  0.052
H  -0.308  0.847  3.449  0.069

As for the HOMO-LUMO gap (spin up / spin down): 6.68 / 6.68 eV. The LUMO energy (spin up / spin down) comes out at -0.0024 / -0.0024 Eh. For the molar mass, the calculation gives 863.6 g/mol. As for the spin multiplicity: 1.

=====

*2* takes first place; second place is 0.843 eV up.